{
  "formula": "C21H19IrN5O7SSbSe4",
  "method": "ωB97M-V with the def2-TZVPD basis set",
  "elements": ["Ir", "O", "C", "O", "C", "C", "N", "N", "C", "C", "O", "O", "H", "H", "H", "O", "C", "O", "C", "C", "C", "C", "C", "N", "H", "H", "H", "H", "N", "C", "C", "C", "C", "C", "N", "C", "H", "H", "H", "H", "O", "S", "C", "C", "C", "C", "H", "H", "H", "H", "H", "H", "H", "H", "Se", "Sb", "Se", "Se", "Se"],
  "positions_angstrom": [[-0.02, -0.17, -0.04], [4.60, 3.98, 0.02], [5.14, 2.81, 0.32], [6.31, 2.69, 0.58], [4.25, 1.62, 0.35], [4.67, 0.33, 0.62], [3.59, -0.46, 0.57], [2.49, 0.23, 0.28], [2.85, 1.50, 0.14], [1.79, 2.50, -0.21], [2.12, 3.63, -0.59], [0.62, 2.08, -0.10], [3.62, 3.92, -0.24], [5.64, -0.05, 0.85], [3.56, -1.47, 0.69], [-4.02, 1.25, -1.09], [-3.09, 0.67, -0.56], [-1.89, 1.06, -0.51], [-3.35, -0.68, 0.09], [-4.64, -1.22, 0.07], [-4.84, -2.47, 0.62], [-3.76, -3.13, 1.18], [-2.51, -2.52, 1.15], [-2.31, -1.33, 0.60], [-5.43, -0.63, -0.38], [-5.82, -2.92, 0.61], [-3.87, -4.11, 1.62], [-1.65, -3.02, 1.57], [0.35, -2.67, 6.12], [0.17, -1.84, 5.36], [-0.07, -0.79, 4.44], [-0.59, 0.44, 4.87], [-0.79, 1.43, 3.91], [-0.44, 1.19, 2.60], [0.05, 0.01, 2.19], [0.23, -0.96, 3.10], [-0.81, 0.62, 5.91], [-1.17, 2.39, 4.20], [-0.54, 1.95, 1.84], [0.65, -1.90, 2.75], [0.02, 0.18, -2.18], [-0.51, 1.58, -2.36], [0.54, 2.12, -3.76], [0.12, 1.21, -4.90], [-1.41, 1.28, -4.94], [-1.92, 1.28, -3.50], [1.58, 2.02, -3.49], [0.29, 3.16, -3.95], [0.43, 0.19, -4.67], [0.55, 1.50, -5.85], [-1.82, 0.44, -5.49], [-1.72, 2.20, -5.45], [-2.32, 0.31, -3.20], [-2.67, 2.04, -3.30], [3.87, -4.45, 1.02], [1.53, -4.70, 0.26], [0.63, -2.25, -0.04], [0.27, -5.90, 2.03], [1.49, -6.20, -1.73]],
  "lowdin_charge": [0.99, 0.11, -0.52, 0.08, -0.05, 0.01, 0.04, -0.01, -0.13, -0.58, 0.04, -0.18, 0.06, 0.14, 0.07, 0.05, -0.61, -0.23, -0.18, 0.00, -0.06, -0.05, -0.16, 0.02, 0.11, 0.10, 0.10, 0.06, 0.18, -0.18, -0.19, 0.01, -0.02, -0.08, -0.04, -0.08, 0.12, 0.11, 0.11, 0.09, -0.60, 1.01, -0.28, -0.25, -0.22, -0.27, 0.10, 0.10, 0.11, 0.11, 0.11, 0.11, 0.10, 0.09, -0.18, -0.30, 0.17, 0.03, -0.20],
  "spin_multiplicity": 2,
  "lumo_ha": [0.0164, -0.0070],
  "charge": -1,
  "energy_ha": -11960.6525,
  "s2": 1.0330
}

{
  "formula": "C38H46OP2SiSn",
  "method": "ωB97M-V with the def2-TZVPD basis set",
  "elements": ["Sn", "C", "C", "C", "C", "C", "C", "C", "C", "C", "H", "H", "H", "H", "H", "H", "H", "H", "H", "H", "H", "H", "H", "H", "H", "P", "P", "C", "C", "C", "C", "C", "C", "C", "C", "C", "C", "C", "C", "C", "C", "C", "C", "C", "C", "C", "C", "C", "C", "C", "C", "C", "C", "H", "H", "H", "H", "H", "H", "H", "H", "H", "H", "H", "H", "H", "H", "H", "H", "H", "H", "H", "H", "H", "H", "C", "Si", "C", "C", "O", "H", "H", "H", "H", "H", "H", "H", "H", "H"],
  "positions_angstrom": [[0.03, 0.54, 2.06], [-1.79, 0.87, -4.61], [-1.78, -0.43, -4.28], [-1.05, -1.51, -5.04], [0.37, -1.11, -5.53], [1.18, -0.29, -4.56], [1.18, 1.05, -4.57], [0.39, 1.94, -5.46], [-1.03, 1.46, -5.78], [1.99, 0.52, 3.14], [-2.46, 1.58, -4.09], [-2.41, -0.79, -3.47], [-1.61, -1.84, -5.94], [-0.97, -2.39, -4.37], [0.91, -2.05, -5.74], [0.28, -0.61, -6.50], [1.88, -0.87, -3.95], [1.89, 1.61, -3.98], [0.91, 2.11, -6.42], [0.33, 2.92, -4.95], [-1.59, 2.33, -6.16], [-0.99, 0.75, -6.62], [1.93, 1.37, 3.85], [2.90, 0.60, 2.54], [2.01, -0.42, 3.71], [-1.55, -0.58, 0.24], [1.83, 0.07, -0.01], [-0.53, -0.79, -1.22], [0.82, -0.65, -1.29], [-2.45, -2.12, 0.56], [-2.84, -2.91, -0.53], [-3.60, -4.06, -0.31], [-3.95, -4.42, 1.00], [-3.54, -3.64, 2.09], [-2.78, -2.50, 1.88], [-2.76, 0.77, -0.11], [-2.31, 2.10, -0.14], [-3.22, 3.13, -0.31], [-4.58, 2.85, -0.49], [-5.03, 1.52, -0.48], [-4.13, 0.48, -0.27], [3.26, -1.00, 0.37], [3.04, -2.26, 0.97], [4.12, -3.07, 1.31], [5.42, -2.64, 1.06], [5.65, -1.39, 0.49], [4.58, -0.56, 0.14], [2.36, 1.79, -0.35], [2.49, 2.77, 0.66], [2.92, 4.05, 0.33], [3.20, 4.40, -0.99], [3.01, 3.45, -2.01], [2.60, 2.16, -1.68], [-1.08, -1.05, -2.13], [1.35, -1.01, -2.16], [-2.56, -2.63, -1.54], [-3.91, -4.67, -1.16], [-4.55, -5.31, 1.17], [-3.81, -3.94, 3.10], [-2.43, -1.88, 2.72], [-1.25, 2.31, 0.03], [-2.87, 4.17, -0.30], [-5.28, 3.66, -0.63], [-6.09, 1.30, -0.62], [-4.48, -0.56, -0.22], [2.01, -2.57, 1.19], [3.94, -4.04, 1.78], [6.26, -3.29, 1.31], [6.67, -1.05, 0.31], [4.76, 0.44, -0.27], [2.24, 2.50, 1.69], [3.03, 4.79, 1.13], [3.56, 5.40, -1.23], [3.18, 3.72, -3.05], [2.45, 1.39, -2.45], [0.86, -1.29, 6.32], [-0.44, -0.18, 5.48], [-1.92, -0.64, 6.48], [-0.10, 1.55, 6.19], [-0.62, -0.37, 3.87], [0.70, -1.26, 7.41], [1.90, -1.00, 6.14], [0.74, -2.33, 6.00], [-1.67, -0.52, 7.54], [-2.79, -0.01, 6.28], [-2.23, -1.68, 6.33], [0.90, 1.95, 5.97], [-0.84, 2.28, 5.84], [-0.19, 1.52, 7.29]],
  "lowdin_charge": [0.91, -0.08, -0.15, -0.18, -0.19, -0.11, -0.11, -0.18, -0.19, -0.34, 0.11, 0.08, 0.12, 0.11, 0.11, 0.10, 0.09, 0.06, 0.12, 0.11, 0.11, 0.10, -0.01, -0.03, -0.02, 0.89, 0.93, -0.27, -0.29, -0.37, -0.10, -0.08, -0.08, -0.07, -0.07, -0.34, -0.13, -0.08, -0.08, -0.08, -0.08, -0.35, -0.09, -0.08, -0.08, -0.08, -0.08, -0.34, -0.09, -0.07, -0.08, -0.08, -0.10, 0.03, 0.04, 0.09, 0.10, 0.10, 0.11, 0.09, 0.05, 0.11, 0.10, 0.10, 0.10, 0.11, 0.11, 0.10, 0.10, 0.10, 0.06, 0.11, 0.10, 0.11, 0.07, -0.19, 0.23, -0.20, -0.18, -0.57, 0.03, 0.02, 0.02, 0.03, 0.03, 0.02, 0.01, 0.03, 0.03],
  "lumo_ha": -0.0038,
  "energy_ha": -2737.2523,
  "de_lowest_ev": 0.000
}

{
  "formula": "C38H33F2N3O2P2Pt",
  "method": "ωB97M-V with the def2-TZVPD basis set",
  "elements": ["Pt", "C", "N", "P", "C", "C", "C", "C", "C", "C", "C", "C", "C", "C", "C", "C", "P", "C", "C", "C", "C", "C", "C", "C", "C", "C", "C", "C", "C", "H", "H", "H", "H", "H", "H", "H", "H", "H", "H", "H", "H", "H", "H", "H", "H", "H", "H", "H", "H", "H", "H", "H", "F", "C", "C", "C", "C", "C", "F", "C", "C", "C", "C", "C", "C", "N", "H", "H", "H", "H", "H", "H", "N", "C", "C", "O", "O", "H", "H", "H", "H"],
  "positions_angstrom": [[-0.63, 0.17, -0.59], [2.49, 0.69, 2.49], [1.49, 0.52, 1.43], [-0.17, 0.24, 1.63], [-0.36, -1.20, 2.67], [0.37, -2.35, 2.33], [0.20, -3.51, 3.07], [-0.69, -3.53, 4.13], [-1.42, -2.39, 4.47], [-1.25, -1.23, 3.74], [-0.95, 1.62, 2.49], [-2.30, 1.84, 2.23], [-3.00, 2.83, 2.91], [-2.35, 3.61, 3.85], [-1.01, 3.38, 4.14], [-0.31, 2.38, 3.47], [1.74, 0.31, -0.24], [2.59, -1.23, -0.61], [3.73, -1.66, 0.08], [4.34, -2.85, -0.26], [3.82, -3.63, -1.29], [2.71, -3.20, -1.99], [2.09, -2.01, -1.65], [2.81, 1.65, -0.78], [2.66, 2.92, -0.22], [3.41, 3.99, -0.69], [4.32, 3.79, -1.73], [4.47, 2.52, -2.29], [3.73, 1.45, -1.82], [2.14, 0.21, 3.41], [2.67, 1.75, 2.69], [3.43, 0.24, 2.21], [1.05, -2.34, 1.49], [0.76, -4.39, 2.81], [-0.83, -4.44, 4.70], [-2.11, -2.41, 5.30], [-1.81, -0.34, 4.00], [-2.82, 1.20, 1.52], [-4.05, 2.99, 2.71], [-2.89, 4.38, 4.39], [-0.50, 3.97, 4.89], [0.73, 2.20, 3.73], [4.17, -1.06, 0.87], [5.21, -3.18, 0.28], [4.30, -4.56, -1.56], [2.31, -3.80, -2.80], [1.20, -1.69, -2.18], [1.99, 3.07, 0.62], [3.31, 4.96, -0.24], [4.91, 4.61, -2.10], [5.19, 2.37, -3.08], [3.86, 0.47, -2.24], [-4.63, -2.94, 1.30], [-3.90, -2.56, 0.26], [-2.94, -1.58, 0.45], [-2.17, -1.16, -0.63], [-2.38, -1.73, -1.90], [-3.37, -2.71, -2.03], [-3.60, -3.27, -3.22], [-4.14, -3.15, -0.97], [-1.60, -1.18, -3.01], [-1.62, -1.60, -4.35], [-0.88, -0.92, -5.29], [-0.10, 0.17, -4.91], [-0.08, 0.51, -3.58], [-0.80, -0.15, -2.66], [-2.82, -1.17, 1.44], [-4.89, -3.91, -1.10], [-2.24, -2.43, -4.64], [-0.91, -1.24, -6.33], [0.49, 0.72, -5.63], [0.56, 1.31, -3.23], [-0.59, 2.72, -0.72], [-1.73, 2.16, -1.04], [-5.22, 1.55, -2.37], [-6.14, 2.09, -2.79], [-4.28, 1.01, -1.95], [-0.43, 3.03, 0.23], [0.11, 3.04, -1.38], [-1.96, 1.98, -2.07], [-2.51, 2.10, -0.29]],
  "lowdin_charge": [0.97, -0.09, -0.46, 0.82, -0.35, -0.07, -0.05, -0.04, -0.04, -0.07, -0.36, -0.13, -0.05, -0.04, -0.04, -0.06, 0.87, -0.38, -0.07, -0.05, -0.04, -0.05, -0.10, -0.35, -0.12, -0.06, -0.05, -0.05, -0.07, 0.10, 0.08, 0.07, 0.10, 0.12, 0.12, 0.12, 0.11, 0.09, 0.12, 0.12, 0.12, 0.09, 0.10, 0.12, 0.12, 0.12, 0.08, 0.09, 0.12, 0.12, 0.12, 0.11, 0.11, -0.26, -0.04, -0.24, -0.14, -0.20, 0.10, 0.10, -0.19, 0.04, -0.01, -0.03, -0.13, -0.10, 0.09, 0.15, 0.12, 0.13, 0.12, 0.11, 0.09, -0.10, -0.38, 0.26, 0.17, 0.11, 0.12, 0.09, 0.07],
  "lumo_ha": -0.2267,
  "charge": 2,
  "energy_ha": -2783.9621,
  "de_lowest_ev": 0.000
}